No. 1
ORCA calculation (ωB97M-V/def2-TZVPD) on a 6-piece molecular cluster, C25H53BClO14S2 overall.

Each line ends with the Löwdin charge.
Geometry (Å):
C1 3.67 0.08 -1.51  0.008
B1 2.56 -0.61 -0.70  -0.642
O1 2.15 -0.37 0.55  0.172
S1 1.60 -2.07 -1.49  1.221
O2 1.82 -1.79 -3.06  -0.292
C2 -0.10 -1.68 -1.07  -0.308
C3 -0.47 -0.21 -1.18  -0.223
C4 0.08 0.55 -2.38  -0.218
C5 -0.50 1.97 -2.47  -0.235
S2 0.58 3.00 -1.50  0.321
O3 0.84 2.33 -0.26  -0.349
O4 1.72 3.32 -2.31  -0.324
Cl1 -0.43 4.68 -1.08  0.475
H1 3.91 -0.40 -2.45  0.079
H2 4.58 0.10 -0.92  0.068
H3 3.35 1.11 -1.69  0.082
H4 2.31 0.56 0.78  0.135
H5 1.26 -2.39 -3.56  0.098
H6 -0.75 -2.37 -1.59  0.109
H7 -0.14 -1.97 -0.02  0.116
H8 -0.20 0.31 -0.26  0.087
H9 -1.56 -0.16 -1.24  0.124
H10 1.17 0.67 -2.34  0.080
H11 -0.15 0.03 -3.30  0.127
H12 -1.53 2.03 -2.12  0.115
H13 -0.44 2.36 -3.48  0.086
O5 -3.80 -2.14 0.43  0.087
C6 -4.65 -2.04 -0.42  -0.519
O6 -4.42 -1.16 -1.41  -0.019
C7 -5.23 -1.05 -2.59  -0.234
C8 -6.44 -0.17 -2.38  -0.059
C9 -5.94 -2.81 -0.37  0.025
H14 -5.50 -2.05 -2.96  0.115
H15 -4.57 -0.61 -3.34  0.119
H16 -7.11 -0.58 -1.62  0.072
H17 -7.00 -0.07 -3.31  0.086
H18 -6.13 0.82 -2.04  0.085
H19 -6.63 -2.27 0.29  0.105
H20 -5.74 -3.78 0.06  0.095
H21 -6.42 -2.95 -1.33  0.073
O7 -5.34 -0.05 5.49  0.112
C10 -4.25 0.13 5.01  -0.525
O8 -4.17 0.69 3.79  0.000
C11 -2.93 1.06 3.19  -0.232
C12 -2.26 -0.12 2.50  -0.053
C13 -2.99 -0.34 5.69  0.012
H22 -2.28 1.54 3.92  0.112
H23 -3.19 1.83 2.46  0.121
H24 -2.01 -0.90 3.21  0.075
H25 -1.35 0.20 2.00  0.071
H26 -2.94 -0.55 1.77  0.052
H27 -2.84 -1.40 5.48  0.092
H28 -3.11 -0.21 6.77  0.091
H29 -2.09 0.21 5.40  0.068
O9 5.92 -1.65 -0.31  0.085
C14 7.09 -1.42 -0.51  -0.518
O10 7.43 -0.91 -1.70  0.003
C15 8.77 -0.47 -2.01  -0.226
C16 9.65 -1.60 -2.47  -0.059
C17 8.15 -1.77 0.50  0.022
H30 9.19 0.08 -1.16  0.114
H31 8.63 0.25 -2.81  0.124
H32 9.79 -2.35 -1.69  0.071
H33 10.64 -1.22 -2.75  0.086
H34 9.21 -2.10 -3.33  0.085
H35 8.40 -2.82 0.40  0.101
H36 7.74 -1.60 1.49  0.095
H37 9.06 -1.18 0.41  0.073
O11 0.59 -3.62 5.55  0.095
C18 0.00 -3.94 6.54  -0.535
O12 -1.08 -4.73 6.41  -0.005
C19 -1.78 -5.29 7.53  -0.233
C20 -2.80 -4.31 8.08  -0.061
C21 0.40 -3.43 7.91  0.014
H38 -1.09 -5.63 8.30  0.113
H39 -2.28 -6.17 7.14  0.123
H40 -2.33 -3.41 8.46  0.067
H41 -3.38 -4.76 8.89  0.084
H42 -3.49 -4.01 7.29  0.082
H43 -0.04 -2.44 8.04  0.093
H44 1.48 -3.34 7.93  0.091
H45 0.09 -4.06 8.73  0.070
O13 -1.35 4.43 -4.21  0.053
C22 -0.96 5.33 -4.91  -0.518
O14 -1.76 5.76 -5.89  0.012
C23 -1.48 6.92 -6.69  -0.224
C24 -0.57 6.60 -7.85  -0.061
C25 0.42 5.93 -4.75  0.022
H46 -1.09 7.72 -6.06  0.114
H47 -2.45 7.24 -7.05  0.125
H48 0.41 6.26 -7.52  0.069
H49 -0.43 7.49 -8.47  0.085
H50 -1.00 5.81 -8.47  0.085
H51 1.13 5.29 -5.27  0.103
H52 0.67 5.93 -3.69  0.069
H53 0.51 6.94 -5.12  0.074

The HOMO energy is -11.451 eV. For the LUMO energy, the calculation gives -2.867 eV. As for the net charge: +1. The calculation puts the frontier orbital gap at 8.584 eV.



No. 2
ORCA calculation (ωB97M-V/def2-TZVPD) on C25H53ClOP2PbSi2 as an isolated structure.

Each line ends with the Löwdin charge.
Geometry (Å):
Pb1 -0.29 0.00 -0.67  0.981
C1 -1.20 -0.02 2.20  -0.425
C2 -1.89 1.19 1.58  -0.313
C3 -3.00 0.71 0.92  -0.188
Si1 -1.41 2.94 2.02  0.495
C4 -3.00 -0.72 0.90  -0.188
C5 -1.89 -1.22 1.55  -0.315
Si2 -1.41 -2.98 1.95  0.494
H1 -1.36 -0.04 3.30  0.144
H2 -3.77 1.34 0.47  0.096
H3 -3.78 -1.34 0.44  0.096
Cl1 2.37 0.06 -4.90  0.450
C6 -1.11 -3.07 3.79  -0.168
C7 -2.77 -4.15 1.44  -0.169
C8 -1.10 2.99 3.86  -0.168
C9 -2.77 4.12 1.53  -0.167
H4 -3.73 -3.74 1.79  0.042
H5 -2.61 -5.12 1.92  0.036
H6 -2.84 -4.30 0.35  0.018
H7 -0.11 -2.71 4.07  0.027
H8 -1.20 -4.11 4.12  0.031
H9 -1.86 -2.47 4.32  0.041
H10 -3.74 3.68 1.83  0.041
H11 -2.80 4.35 0.46  0.017
H12 -2.63 5.06 2.09  0.036
H13 -1.85 2.37 4.38  0.040
H14 -1.21 4.02 4.21  0.031
H15 -0.10 2.63 4.13  0.027
C10 0.22 -3.38 1.06  -0.411
C11 0.22 3.36 1.14  -0.412
P1 0.44 -2.77 -0.64  0.845
H16 0.35 -4.48 1.09  0.040
H17 1.04 -2.95 1.67  0.045
P2 0.45 2.78 -0.58  0.847
H18 1.04 2.92 1.74  0.044
H19 0.35 4.45 1.18  0.040
C12 2.08 3.48 -1.14  -0.545
C13 -0.83 3.73 -1.56  -0.557
C14 -0.83 -3.70 -1.64  -0.556
C15 2.08 -3.45 -1.22  -0.545
C16 3.17 -2.38 -1.17  -0.123
H20 1.90 -3.73 -2.28  0.101
C17 2.53 -4.70 -0.46  -0.131
H21 2.69 -4.47 0.61  0.074
H22 3.49 -5.03 -0.87  0.079
H23 1.83 -5.54 -0.54  0.058
H24 3.01 -1.59 -1.92  0.046
H25 4.14 -2.84 -1.39  0.079
H26 3.24 -1.92 -0.18  0.077
H27 -1.79 -3.44 -1.16  0.082
C18 -0.64 -5.22 -1.59  -0.122
C19 -0.88 -3.20 -3.09  -0.134
H28 -0.69 -5.62 -0.57  0.067
H29 0.30 -5.53 -2.05  0.070
H30 -1.45 -5.69 -2.16  0.080
H31 -1.21 -2.15 -3.16  0.048
H32 -1.59 -3.81 -3.66  0.080
H33 0.11 -3.28 -3.59  0.070
H34 -1.78 3.46 -1.08  0.084
C20 -0.87 3.26 -3.02  -0.133
C21 -0.64 5.25 -1.47  -0.123
H35 -0.69 5.63 -0.44  0.067
H36 -1.45 5.73 -2.04  0.080
H37 0.30 5.56 -1.93  0.070
H38 -1.22 2.22 -3.11  0.048
H39 0.12 3.34 -3.51  0.070
H40 -1.57 3.89 -3.58  0.079
C22 3.18 2.41 -1.11  -0.123
C23 2.53 4.71 -0.35  -0.131
H41 1.91 3.77 -2.19  0.100
H42 2.69 4.47 0.71  0.074
H43 1.83 5.55 -0.42  0.058
H44 3.49 5.05 -0.76  0.079
H45 3.24 1.92 -0.13  0.077
H46 4.15 2.88 -1.32  0.079
H47 3.02 1.64 -1.88  0.046
C24 1.31 0.03 -3.44  -0.588
H48 1.96 0.07 -2.55  -0.042
H49 0.65 0.91 -3.49  -0.010
H50 0.73 -0.90 -3.47  -0.011
C25 1.12 -0.03 2.99  -0.102
O1 0.21 -0.02 1.89  -0.374
H51 0.59 -0.04 3.96  0.090
H52 1.75 0.87 2.94  0.077
H53 1.75 -0.93 2.92  0.077

The HOMO energy (alpha / beta) is -4.673 / -4.683 eV. For the LUMO energy (alpha / beta), the calculation gives 0.367 / 0.480 eV. As for the net charge: 0. The calculation puts the frontier orbital gap (alpha / beta) at 5.040 / 5.163 eV.



Respective max |F| values: 1.37 1.64 eV Å⁻¹.